An isolated molecule of C5H10O2, computed with the ωB97M-V functional and the def2-TZVPD basis.

Last columns: bonded neighbours and bond lengths (Å).
Atoms and positions in Å:
1 C 2.482 -1.544 -0.475  C2 1.517, H8 1.095, H9 1.095, H10 1.095
2 C 1.292 -0.857 0.167  C1 1.517, O3 1.423, H11 1.096, H12 1.101
3 O 0.966 0.259 -0.654  C2 1.423, C6 1.370
4 C -1.308 0.547 0.418  C5 1.506, C6 1.463, O7 1.441, H13 1.092
5 C -2.433 1.530 0.603  C4 1.506, H14 1.095, H15 1.096, H16 1.095
6 C -0.338 0.678 -0.669  O3 1.370, C4 1.463, O7 1.407, H17 1.089
7 O -1.371 -0.272 -0.766  C4 1.441, C6 1.407
8 H 3.322 -0.848 -0.563  C1 1.095
9 H 2.806 -2.406 0.118  C1 1.095
10 H 2.213 -1.888 -1.479  C1 1.095
11 H 0.434 -1.537 0.219  C2 1.096
12 H 1.529 -0.508 1.184  C2 1.101
13 H -1.007 -0.010 1.308  C4 1.092
14 H -3.387 1.007 0.725  C5 1.095
15 H -2.259 2.146 1.493  C5 1.096
16 H -2.519 2.187 -0.269  C5 1.095
17 H -0.423 1.517 -1.358  C6 1.089

The LUMO energy comes out at 1.084 eV. The value obtained for the relative energy (zero: lowest compared OMol25 entry of this formula, charge and spin) is 52.29 kcal per mole. The gap between HOMO and LUMO comes out at 0.3970 Eh. As for the charge: 0.